(1)
63
Properties=species:S:1:pos:R:3:lowdin_charge:R:1 method="wB97M-V/def2-TZVPD" e_homo_ev=-9.752 total_charge=+1 orbital_gap_ev=6.72 de_lowest_kcal_mol=0.3 lumo_ha=-0.1114
Mg 0.263 -0.314 0.686 0.63
Br 4.849 4.600 -2.270 0.74
C 3.994 3.135 -1.435 -0.71
C 4.423 1.826 -1.716 -0.11
C 3.827 0.751 -1.114 0.00
C 2.735 0.896 -0.215 -0.36
O 2.208 -0.144 0.330 -0.12
C 2.309 2.240 0.045 -0.15
C 1.286 2.537 1.003 -0.05
N 0.401 1.682 1.390 0.05
C -0.452 1.943 2.475 -0.22
C -0.999 3.155 2.803 -0.01
C -1.813 3.291 3.951 -0.06
C -2.067 2.219 4.755 -0.02
C -1.540 0.945 4.428 -0.14
C -1.771 -0.206 5.219 0.01
C -1.245 -1.401 4.832 -0.02
C -0.507 -1.457 3.632 -0.09
N -0.263 -0.420 2.872 0.08
C -0.754 0.796 3.272 -0.15
C 2.976 3.334 -0.550 -0.09
H 5.243 1.676 -2.406 0.11
H 4.176 -0.255 -1.311 0.12
H 1.303 3.538 1.444 0.14
H -0.801 4.023 2.186 0.12
H -2.223 4.262 4.193 0.11
H -2.673 2.323 5.646 0.12
H -2.360 -0.119 6.123 0.13
H -1.390 -2.302 5.410 0.11
H -0.117 -2.412 3.298 0.11
H 2.660 4.342 -0.304 0.11
S 0.855 -3.738 -6.098 1.05
N 0.934 -4.353 -4.610 -0.21
C 0.714 -3.350 -3.774 -0.30
C 0.690 -3.451 -2.327 -0.07
C 0.929 -4.649 -1.652 0.03
C 0.895 -4.653 -0.279 -0.01
C 0.613 -3.459 0.380 -0.08
N 0.374 -2.315 -0.242 0.09
C 0.424 -2.296 -1.588 -0.11
C 0.204 -1.005 -2.267 -0.12
N -0.014 0.069 -1.492 0.09
C -0.202 1.247 -2.067 -0.09
C -0.186 1.432 -3.448 -0.01
C 0.039 0.340 -4.254 0.03
C 0.237 -0.908 -3.660 -0.07
C 0.491 -2.115 -4.423 -0.30
N 0.548 -2.195 -5.744 -0.21
H 1.139 -5.545 -2.221 0.13
H 1.083 -5.551 0.291 0.12
H 0.588 -3.436 1.463 0.11
H -0.358 2.084 -1.397 0.12
H -0.336 2.419 -3.862 0.12
H 0.072 0.424 -5.332 0.13
C -3.804 -0.753 -0.694 0.03
C -2.975 0.052 0.261 -0.53
N -3.472 1.215 0.705 0.22
O -1.865 -0.339 0.625 -0.03
H -4.777 -0.313 -0.900 0.08
H -3.935 -1.751 -0.280 0.10
H -3.246 -0.852 -1.626 0.09
H -4.395 1.522 0.457 0.12
H -2.943 1.744 1.383 0.10



(2)
70
Properties=species:S:1:pos:R:3:lowdin_charge:R:1 method="wB97M-V/def2-TZVPD" e_homo_ev="-13.940 / -13.941" s2=2.06 total_charge=+2 orbital_gap_ev="6.45 / 5.43" spin_multiplicity=3 lumo_ha="-0.2752 / -0.3129"
Tc -0.428 -0.638 -0.012 1.70
Cl -5.204 -3.723 3.847 0.81
C -4.405 -2.970 2.546 -0.64
C -3.086 -2.565 2.692 0.00
C -2.438 -1.933 1.635 -0.17
N -1.134 -1.531 1.598 -0.05
C -0.528 -1.278 2.841 -0.44
O -0.282 -2.085 3.690 0.17
C -0.363 0.203 2.978 -0.20
C -0.196 0.766 4.235 0.05
C -0.220 2.149 4.344 0.00
C -0.432 2.894 3.195 0.01
C -0.583 2.244 1.974 -0.07
N -0.547 0.924 1.865 0.06
C -3.153 -1.640 0.430 -0.18
C -4.463 -2.108 0.274 0.00
C -5.088 -2.769 1.313 -0.65
Cl -6.677 -3.345 1.123 0.80
N -2.421 -0.961 -0.472 -0.02
C -2.631 -1.223 -1.829 -0.43
O -3.489 -0.797 -2.540 0.19
C -1.592 -2.239 -2.205 -0.17
C -1.798 -3.109 -3.262 0.06
C -0.934 -4.189 -3.405 0.01
C 0.068 -4.363 -2.462 0.00
C 0.221 -3.419 -1.449 -0.10
N -0.575 -2.367 -1.335 -0.02
H -2.562 -2.776 3.614 0.12
H -0.067 0.120 5.089 0.14
H -0.100 2.622 5.306 0.13
H -0.494 3.969 3.239 0.13
H -0.750 2.818 1.076 0.11
H -4.996 -1.928 -0.645 0.13
H -2.619 -2.924 -3.938 0.14
H -1.062 -4.887 -4.218 0.13
H 0.740 -5.206 -2.509 0.13
H 1.015 -3.511 -0.721 0.13
C -1.348 3.016 -1.953 0.01
C -1.701 1.773 -1.457 -0.09
N -0.623 1.173 -0.943 -0.13
N 0.411 2.018 -1.060 0.02
C 0.007 3.128 -1.692 0.00
B 1.877 1.618 -0.756 -0.69
N 2.055 0.860 0.584 0.03
C 3.050 1.020 1.467 0.00
C 3.155 -0.136 2.219 0.01
C 2.171 -0.976 1.717 -0.11
N 1.510 -0.363 0.734 -0.12
N 2.213 0.562 -1.794 0.02
C 3.298 0.337 -2.549 -0.02
C 3.077 -0.811 -3.277 -0.01
C 1.812 -1.240 -2.885 -0.12
N 1.303 -0.410 -1.980 0.02
N 2.660 2.891 -0.691 -0.03
C 3.591 3.523 -1.440 -0.06
C 3.787 4.779 -0.907 -0.03
C 2.911 4.837 0.191 -0.13
N 2.251 3.710 0.302 0.06
H -1.985 3.727 -2.437 0.12
H -2.672 1.320 -1.465 0.11
H 0.677 3.931 -1.926 0.14
H 3.617 1.928 1.526 0.14
H 3.849 -0.337 3.009 0.12
H 1.929 -1.978 2.012 0.12
H 4.154 0.975 -2.521 0.12
H 3.727 -1.272 -3.989 0.11
H 1.282 -2.088 -3.264 0.10
H 4.041 3.071 -2.298 0.11
H 4.450 5.544 -1.249 0.10
H 2.735 5.642 0.874 0.11



(3)
69
Properties=species:S:1:pos:R:3:lowdin_charge:R:1 method="wB97M-V/def2-TZVPD" e_homo_ev="-14.046 / -14.045" s2=0.77 total_charge=+2 orbital_gap_ev="6.45 / 4.92" spin_multiplicity=2 de_lowest_kcal_mol=0.0 lumo_ha="-0.2790 / -0.3352"
Rh 0.633 0.215 0.034 0.75
C -2.042 -2.934 0.118 0.01
C -1.767 -1.586 0.026 -0.13
N -0.477 -1.378 0.342 -0.12
N 0.092 -2.582 0.606 0.07
C -0.844 -3.529 0.486 0.00
B 1.589 -2.606 1.032 -0.62
N 1.758 -1.489 2.117 0.04
C 2.067 -1.602 3.414 -0.01
C 2.008 -0.352 4.000 0.00
C 1.624 0.499 2.978 -0.15
N 1.481 -0.193 1.838 -0.12
N 2.383 -2.142 -0.221 0.04
C 3.440 -2.679 -0.842 -0.01
C 3.879 -1.795 -1.809 0.00
C 3.015 -0.713 -1.718 -0.09
N 2.108 -0.940 -0.762 -0.08
N 2.102 -3.906 1.547 -0.02
C 3.356 -4.149 2.025 -0.11
C 3.442 -5.485 2.317 -0.03
C 2.174 -5.995 1.975 -0.12
N 1.379 -5.054 1.513 0.07
H -2.989 -3.418 -0.041 0.12
H -2.419 -0.765 -0.210 0.08
H -0.583 -4.550 0.709 0.12
H 2.310 -2.562 3.838 0.14
H 2.221 -0.096 5.022 0.12
H 1.477 1.566 3.004 0.08
H 3.809 -3.650 -0.557 0.14
H 4.710 -1.918 -2.481 0.12
H 3.030 0.211 -2.268 0.10
H 4.086 -3.362 2.121 0.13
H 4.286 -6.017 2.717 0.11
H 1.816 -7.008 2.050 0.12
F 2.744 2.809 -6.221 0.22
C 2.032 2.277 -5.268 -0.09
C 2.274 2.655 -3.940 -0.13
F 3.205 3.549 -3.676 0.18
C 1.526 2.081 -2.944 -0.24
F 1.738 2.435 -1.672 0.08
C 0.527 1.131 -3.216 -0.47
S -0.489 0.523 -1.995 0.93
C 0.291 0.793 -4.564 -0.21
F -0.652 -0.078 -4.852 0.15
C 1.044 1.344 -5.582 -0.12
F 0.841 1.005 -6.836 0.19
Te -0.972 1.987 1.332 1.60
C -2.854 1.112 1.652 -0.51
C -3.112 0.635 2.932 -0.13
C -4.348 0.064 3.203 -0.05
C -5.313 -0.011 2.210 -0.04
C -5.052 0.487 0.938 -0.05
C -3.819 1.050 0.652 -0.15
C -1.545 3.607 0.123 -0.50
C -2.019 3.504 -1.182 -0.16
C -2.418 4.651 -1.850 -0.05
C -2.339 5.888 -1.223 -0.04
C -1.866 5.985 0.074 -0.05
C -1.464 4.844 0.757 -0.14
H -2.370 0.708 3.717 0.10
H -4.558 -0.309 4.196 0.12
H -6.278 -0.446 2.429 0.12
H -5.814 0.446 0.172 0.12
H -3.634 1.457 -0.335 0.09
H -2.105 2.547 -1.677 0.04
H -2.798 4.578 -2.860 0.12
H -2.654 6.778 -1.750 0.12
H -1.807 6.947 0.563 0.12
H -1.098 4.931 1.772 0.10



(4)
65
Properties=species:S:1:pos:R:3:lowdin_charge:R:1 method="wB97M-V/def2-TZVPD" e_homo_ev=-8.826 total_charge=0 smiles=Fc1ccc2nc(CCOCC(F)(F)F)cnc2c1.Clc1ccccc1Cl.Clc1ccccc1Cl.Clc1ccccc1Cl orbital_gap_ev=8.23 lumo_ha=-0.0220
F 3.242 -3.865 0.183 0.00
C 2.302 -2.840 0.214 -0.22
C 1.609 -2.620 1.544 -0.14
C 0.607 -1.547 1.589 -0.07
C 0.272 -0.681 0.387 -0.18
N -0.686 0.322 0.567 0.13
C -0.939 1.006 -0.592 -0.25
C -2.060 2.148 -0.527 -0.09
C -3.373 1.422 0.002 -0.19
O -4.455 1.453 -0.964 -0.15
C -5.354 0.376 -0.657 -0.10
C -5.041 -0.980 -1.438 -0.43
F -5.850 -0.979 -2.609 0.04
F -5.509 -2.046 -0.668 0.08
F -3.715 -1.178 -1.714 0.12
C -0.222 0.731 -1.880 -0.05
N 0.750 -0.205 -2.083 0.11
C 0.954 -0.919 -0.906 -0.20
C 1.988 -2.025 -0.950 0.06
H 1.819 -3.211 2.463 0.10
H 0.048 -1.358 2.550 0.11
H -1.736 2.838 0.310 0.07
H -2.197 2.687 -1.501 0.12
H -3.748 1.912 0.958 0.14
H -3.177 0.334 0.248 0.11
H -5.324 0.158 0.454 0.14
H -6.417 0.682 -0.889 0.15
H -0.488 1.381 -2.763 0.12
H 2.549 -2.268 -1.897 0.12
Cl 4.539 0.150 5.532 0.72
C 5.309 -1.083 4.601 -0.67
C 6.545 -1.549 5.035 -0.11
C 7.204 -2.545 4.329 -0.08
C 6.627 -3.080 3.184 -0.08
C 5.395 -2.616 2.746 -0.09
C 4.732 -1.615 3.450 -0.62
Cl 3.200 -1.083 2.837 0.82
H 6.999 -1.136 5.928 0.11
H 8.167 -2.904 4.671 0.11
H 7.138 -3.861 2.633 0.11
H 4.952 -3.037 1.851 0.10
Cl 0.717 3.388 1.051 0.74
C 1.241 3.635 2.677 -0.66
C 2.233 2.803 3.181 -0.10
C 2.690 2.972 4.480 -0.09
C 2.157 3.975 5.280 -0.08
C 1.164 4.805 4.780 -0.11
C 0.703 4.637 3.480 -0.69
Cl -0.539 5.699 2.916 0.67
H 2.654 2.019 2.562 0.09
H 3.462 2.323 4.868 0.03
H 2.515 4.111 6.294 0.11
H 0.751 5.585 5.408 0.11
Cl -1.797 1.186 -7.236 0.67
C -2.975 -0.066 -7.063 -0.69
C -3.013 -1.064 -8.030 -0.11
C -3.936 -2.096 -7.934 -0.09
C -4.825 -2.134 -6.866 -0.08
C -4.792 -1.137 -5.901 -0.10
C -3.869 -0.101 -5.997 -0.68
Cl -3.881 1.113 -4.768 0.69
H -2.321 -1.041 -8.864 0.11
H -3.962 -2.872 -8.690 0.11
H -5.545 -2.940 -6.787 0.11
H -5.488 -1.170 -5.072 0.09